This record from the OMol25 dataset describes a molecular structure, C36H26Cl4IrN6O5S. The level of theory is ωB97M-V/def2-TZVPD.

The geometry in XYZ format:
```
79
Properties=species:S:1:pos:R:3:mulliken_spin:R:1
Ir 0.646 0.344 0.812 1.439
Cl -1.913 3.786 6.148 0.014
C -1.648 2.577 4.900 0.088
C -2.321 1.353 5.011 0.038
Cl -3.521 1.252 6.170 0.015
C -2.033 0.305 4.130 0.015
Cl -2.836 -1.223 4.239 0.006
C -1.096 0.555 3.040 0.141
O -0.534 -0.365 2.321 0.283
C -0.524 1.955 2.841 0.209
O 0.418 2.053 1.905 0.308
C -0.806 2.935 3.846 -0.017
Cl -0.141 4.490 3.802 0.003
O 0.375 -1.538 0.001 0.175
C 0.231 -2.480 0.868 -0.021
C -0.958 -3.268 0.976 0.048
C -0.964 -4.476 1.646 -0.013
C 0.227 -4.951 2.271 0.053
C 1.366 -4.130 2.271 -0.032
C 1.391 -2.852 1.668 0.085
C 2.400 -1.899 1.914 -0.012
N 2.361 -0.605 1.457 0.083
C 3.452 0.113 1.937 0.000
C 4.127 -0.812 2.709 0.008
N 3.503 -2.038 2.687 0.010
H -1.813 -2.918 0.405 -0.006
H -1.776 -5.227 1.587 0.000
H 0.348 -5.974 2.676 0.004
H 2.308 -4.469 2.660 0.000
H 3.542 1.141 1.718 -0.007
H 5.025 -0.562 3.256 0.001
H 3.801 -2.911 3.177 -0.001
C 6.363 6.114 0.199 0.000
C 5.520 4.906 -0.223 0.000
C 6.101 3.821 -0.937 0.000
C 5.342 2.720 -1.284 0.000
C 4.049 2.592 -0.811 -0.004
C 3.463 3.575 -0.065 0.022
C 4.216 4.758 0.234 -0.002
S 3.190 1.177 -1.486 -0.004
O 3.832 0.008 -0.919 0.008
O 3.103 1.335 -2.935 0.015
N 1.544 1.243 -0.856 0.376
C 0.676 1.809 -1.755 0.162
C 0.842 2.819 -2.730 0.242
C -0.282 3.323 -3.435 -0.034
C -1.493 2.702 -3.297 0.329
C -1.622 1.440 -2.608 -0.049
C -2.729 0.592 -2.590 0.371
C -3.056 -0.071 -1.424 -0.049
C -2.204 0.013 -0.284 0.217
N -0.989 0.633 -0.396 0.207
C -0.651 1.299 -1.563 0.168
H 7.282 5.726 0.764 0.000
H 5.805 6.883 0.828 0.000
H 6.780 6.698 -0.674 0.000
H 7.132 3.863 -1.249 0.000
H 5.741 1.857 -1.789 0.000
H 2.500 3.344 0.416 -0.020
H 3.751 5.448 0.972 0.000
H 1.782 3.300 -2.924 0.029
H -0.258 4.313 -3.929 0.013
H -2.399 3.116 -3.704 0.020
H -3.359 0.509 -3.496 0.029
H -4.099 -0.334 -1.322 -0.002
H -2.426 -0.546 0.638 0.041
N -7.307 -4.617 -4.576 0.000
C -6.346 -4.686 -3.614 0.000
C -6.667 -4.823 -2.229 0.000
C -5.656 -4.679 -1.260 0.000
N -4.444 -4.264 -1.671 0.000
C -4.066 -4.457 -2.935 0.000
C -4.974 -4.661 -3.964 0.000
H -8.315 -4.650 -4.298 0.000
H -7.162 -4.877 -5.534 0.000
H -7.701 -4.931 -1.978 0.000
H -5.869 -4.953 -0.233 0.000
H -2.979 -4.611 -3.131 0.000
H -4.596 -4.935 -4.992 0.000
```

Values from the calculation:
Energy above the lowest of the compared OMol25 structures with the same formula, charge and spin = 1.648 eV
LUMO level (alpha / beta) = 0.0153 / -0.0948 Ha
⟨S²⟩ = 8.82
Calculated total energy = -4435.23311 hartree
Gap between HOMO and LUMO (alpha / beta) = 5.671 / 4.769 eV
Spin multiplicity = 6